1.
Computed, not measured: a molecular structure, C16H7Br2Cl48NO3, with the ωB97M-V functional and the def2-TZVPD basis.

Last column: Löwdin charge in e.
Cartesian coordinates (Å):
1 C 1.492 -2.978 -1.663  -0.158
2 C 0.576 -1.889 -2.478  -0.612
3 Br 1.659 -0.165 -2.530  0.557
4 C -0.848 -1.504 -1.762  -0.684
5 Br -0.605 -0.022 -0.425  0.577
6 O -1.485 -2.683 -1.147  -0.196
7 C -2.425 -3.303 -2.140  -0.223
8 O -2.095 -3.520 -3.421  0.049
9 O -3.777 -3.628 -1.577  -0.076
10 N -4.292 -2.394 -1.310  0.012
11 H 2.218 -2.415 -0.934  0.055
12 H 0.886 -3.766 -1.037  0.074
13 H 2.158 -3.615 -2.419  0.102
14 H 0.342 -2.295 -3.552  0.119
15 H -1.586 -1.101 -2.578  0.018
16 H -3.903 -1.999 -0.425  0.043
17 H -4.037 -1.783 -2.120  0.090
18 C 0.908 -2.565 2.679  -1.953
19 Cl 2.045 -1.320 2.103  0.502
20 Cl 1.771 -4.111 2.878  0.488
21 Cl 0.220 -2.063 4.244  0.508
22 Cl -0.404 -2.766 1.491  0.525
23 C 3.608 0.258 5.693  -1.968
24 Cl 5.336 0.623 5.453  0.495
25 Cl 3.185 0.486 7.408  0.504
26 Cl 2.625 1.352 4.688  0.494
27 Cl 3.287 -1.430 5.222  0.491
28 C -2.092 2.380 -3.763  -1.965
29 Cl -0.320 2.486 -3.613  0.495
30 Cl -2.552 2.528 -5.478  0.507
31 Cl -2.648 0.809 -3.132  0.546
32 Cl -2.847 3.696 -2.829  0.529
33 C -0.292 3.711 -9.144  -1.992
34 Cl -1.024 5.242 -9.689  0.519
35 Cl 1.253 3.456 -9.995  0.462
36 Cl 0.002 3.786 -7.388  0.494
37 Cl -1.399 2.362 -9.504  0.507
38 C -4.192 0.201 1.980  -1.974
39 Cl -3.789 1.744 2.774  0.529
40 Cl -4.787 0.518 0.331  0.532
41 Cl -2.736 -0.823 1.899  0.454
42 Cl -5.455 -0.637 2.917  0.491
43 C -7.155 -2.191 6.510  -1.989
44 Cl -5.383 -2.085 6.660  0.515
45 Cl -7.616 -2.043 4.795  0.492
46 Cl -7.712 -3.762 7.141  0.516
47 Cl -7.910 -0.875 7.443  0.476
48 C 5.090 2.164 10.654  -2.014
49 Cl 4.355 3.651 10.003  0.509
50 Cl 5.773 2.496 12.266  0.513
51 Cl 3.845 0.896 10.787  0.492
52 Cl 6.385 1.613 9.562  0.504
53 C -11.410 -0.282 9.287  -2.003
54 Cl -10.328 -1.696 9.223  0.478
55 Cl -10.814 0.973 8.172  0.502
56 Cl -13.055 -0.770 8.807  0.514
57 Cl -11.444 0.365 10.947  0.513
58 C 5.345 -6.579 3.727  -2.004
59 Cl 6.477 -7.193 2.495  0.515
60 Cl 3.708 -6.478 3.030  0.477
61 Cl 5.329 -7.687 5.122  0.515
62 Cl 5.866 -4.961 4.259  0.512
63 C 6.245 3.456 2.140  -2.001
64 Cl 6.648 5.000 2.933  0.513
65 Cl 5.649 3.773 0.490  0.510
66 Cl 7.701 2.432 2.058  0.511
67 Cl 4.982 2.619 3.076  0.456
68 C 5.645 4.132 -9.475  -2.009
69 Cl 5.993 2.744 -8.414  0.513
70 Cl 4.603 3.604 -10.821  0.476
71 Cl 4.812 5.400 -8.541  0.510
72 Cl 7.172 4.780 -10.126  0.514
73 C 1.445 3.128 -13.984  -2.005
74 Cl 1.848 4.672 -13.190  0.491
75 Cl 0.849 3.445 -15.633  0.517
76 Cl 2.901 2.104 -14.065  0.509
77 Cl 0.182 2.291 -13.047  0.495

Frontier orbital gap (eV): 9.345
Multiplicity: 1

---

2.
Computed, not measured: a molecular structure, C16H8Br2Cl5N2O2Pd, with the ωB97M-V functional and the def2-TZVPD basis.

Last column: natural (NBO) charge in e.
Cartesian coordinates (Å):
1 Pd -0.308 0.603 -0.894  1.155
2 O 5.284 3.177 -1.295  -0.581
3 C 4.178 2.468 -1.209  0.434
4 C 4.135 1.073 -1.070  -0.302
5 C 2.916 0.447 -1.001  0.083
6 N 1.757 1.130 -1.070  -0.578
7 C 1.831 2.457 -1.198  0.164
8 Br 0.098 3.251 -1.272  0.178
9 C 2.972 3.191 -1.274  -0.302
10 H 6.088 2.640 -1.269  0.519
11 H 5.043 0.487 -1.030  0.265
12 H 2.842 -0.628 -0.913  0.234
13 H 2.980 4.265 -1.392  0.288
14 Cl -6.015 1.069 3.645  0.312
15 C -4.504 0.948 2.963  -0.068
16 C -4.357 0.835 1.562  -0.055
17 Cl -5.714 0.827 0.578  0.256
18 C -3.080 0.731 0.998  -0.071
19 Cl -2.911 0.590 -0.686  0.214
20 C -1.860 0.727 1.779  0.450
21 O -0.723 0.636 1.285  -0.552
22 C -2.019 0.853 3.223  -0.080
23 Cl -0.672 0.886 4.160  0.378
24 C -3.342 0.958 3.803  0.003
25 Cl -3.499 1.091 5.430  0.409
26 Br 0.053 -6.098 -1.513  0.248
27 C -0.050 -4.259 -1.354  -0.035
28 C -0.469 -3.480 -2.427  -0.246
29 C -0.531 -2.113 -2.266  0.048
30 N -0.205 -1.508 -1.111  -0.539
31 C 0.211 -2.264 -0.078  0.027
32 C 0.302 -3.634 -0.158  -0.244
33 H -0.738 -3.926 -3.374  0.276
34 H -0.841 -1.478 -3.088  0.226
35 H 0.497 -1.742 0.827  0.217
36 H 0.648 -4.209 0.689  0.268

Net charge: +3
Frontier orbital gap (spin up / spin down) (eV): 7.041 / 3.473
Multiplicity: 5
Energy relative to the best compared isomer or geometry (same formula, charge and spin) (kcal per mole): 0.0

---

3.
Computed, not measured: a molecular structure, C16H9Br2MgNO2, with the ωB97M-V functional and the def2-TZVPD basis.

Last column: natural (NBO) charge in e.
Cartesian coordinates (Å):
1 Mg -0.237 -1.078 -1.073  1.701
2 Br -1.660 0.357 1.963  0.102
3 C -2.828 -0.407 0.693  0.159
4 C -4.197 -0.355 0.884  -0.274
5 C -5.003 -0.957 -0.069  -0.130
6 C -4.427 -1.589 -1.160  -0.215
7 C -3.050 -1.586 -1.269  0.112
8 N -2.264 -0.991 -0.354  -0.608
9 C -2.336 -2.272 -2.443  0.745
10 O -3.023 -2.839 -3.267  -0.609
11 O -1.053 -2.165 -2.413  -0.913
12 H -4.607 0.137 1.753  0.243
13 H -6.079 -0.934 0.047  0.230
14 H -5.003 -2.083 -1.927  0.261
15 Br 1.718 -2.494 0.210  0.001
16 C 2.646 -0.876 0.704  -0.046
17 C 3.723 -1.036 1.518  -0.258
18 C 4.456 0.105 1.913  -0.212
19 C 4.080 1.338 1.474  -0.176
20 C 2.956 1.503 0.625  -0.083
21 C 2.572 2.791 0.179  -0.193
22 C 1.485 2.945 -0.627  -0.213
23 C 0.726 1.815 -1.014  -0.247
24 C 1.037 0.530 -0.627  -0.623
25 C 2.188 0.382 0.208  -0.026
26 H 4.015 -2.019 1.858  0.228
27 H 5.313 -0.015 2.562  0.219
28 H 4.636 2.219 1.771  0.213
29 H 3.160 3.646 0.493  0.208
30 H 1.195 3.931 -0.968  0.211
31 H -0.140 1.999 -1.645  0.193

Frontier orbital gap (eV): 7.918
Multiplicity: 1
Energy relative to the best compared isomer or geometry (same formula, charge and spin) (kcal per mole): 0.0

---

The electronic energy results, record by record, are as follows: -765490.07412; -229942.83397; -167855.66594 eV.